Record 1
91
Properties=species:S:1:pos:R:3:lowdin_charge:R:1 method="wB97M-V/def2-TZVPD" spin_multiplicity=1 e_lumo_ev=-2.951 e_tot_ev=-44569.09224 e_homo_ev=-9.61 total_charge=+1
C 2.45095 -3.26784 -0.73697 0.017
B 1.34333 -2.43946 -1.46863 -0.573
O 0.16275 -2.23181 -0.86265 0.176
N 1.47154 -1.79800 -2.81124 0.249
C 0.67461 -2.26101 -3.76469 -0.383
N -0.66154 -2.02389 -3.59257 0.203
N 1.06458 -2.91967 -4.82705 0.126
C 2.46158 -3.22994 -5.15999 -0.204
C 2.86720 -4.63876 -4.66545 -0.775
C 3.02562 -5.58316 -5.85930 -0.181
I 4.72447 -4.62557 -3.60924 0.934
H 2.41990 -2.96142 0.30671 0.037
H 3.44306 -3.02488 -1.09550 0.032
H 2.26731 -4.33551 -0.73851 0.079
H 0.01362 -2.88276 -0.15892 0.130
H 2.43050 -1.65034 -3.10710 0.143
H -1.17434 -2.38715 -4.39141 0.124
H -1.03227 -2.50766 -2.77424 0.122
H 0.37876 -3.25042 -5.48522 0.169
H 3.15171 -2.45256 -4.87134 0.094
H 2.49723 -3.27163 -6.23783 0.122
H 2.03840 -5.02681 -4.08614 0.082
H 3.14327 -6.59141 -5.49078 0.074
H 2.15895 -5.52158 -6.50315 0.080
H 3.91489 -5.31642 -6.41076 0.068
C -4.16968 2.67305 -2.56724 -0.085
C -4.03147 2.11774 -1.15789 -0.265
N -3.95652 0.66923 -1.11799 -0.195
C -4.08621 0.08766 0.20529 -0.240
C -2.95284 0.36864 1.19116 -0.082
C -2.90399 0.06618 -1.90835 -0.248
C -1.47302 0.53322 -1.59883 -0.090
H -5.01936 2.22252 -3.08193 0.081
H -4.33428 3.74975 -2.52364 0.076
H -3.27242 2.50593 -3.16544 0.064
H -4.91171 2.42630 -0.58891 0.122
H -3.16407 2.59526 -0.67438 0.095
H -4.19210 -0.99661 0.10304 0.110
H -5.03421 0.42299 0.63630 0.115
H -2.05465 -0.19158 0.93373 0.038
H -3.24411 0.05584 2.19681 0.078
H -2.70119 1.42804 1.24059 0.054
H -3.09930 0.24623 -2.97031 0.102
H -2.97153 -1.02185 -1.80110 0.103
H -1.40743 1.61960 -1.52501 0.067
H -0.79931 0.22706 -2.40182 0.049
H -1.08777 0.09894 -0.68020 0.035
C 0.05839 2.64972 1.50434 -0.080
C 0.64716 4.05140 1.49558 -0.268
N -0.23649 5.02927 0.89368 -0.198
C 0.41117 6.30142 0.61897 -0.250
C 0.91692 7.12625 1.80784 -0.084
C -1.57098 5.10700 1.46316 -0.246
C -1.70018 5.40962 2.96110 -0.077
H -0.23872 2.34354 0.49886 0.066
H 0.80368 1.93778 1.86462 0.055
H -0.80875 2.57501 2.16187 0.063
H 1.57382 4.02419 0.91570 0.119
H 0.93342 4.31930 2.52482 0.104
H -0.26875 6.91713 0.02435 0.112
H 1.26186 6.09995 -0.04024 0.108
H 0.10196 7.60227 2.35074 0.056
H 1.56621 7.92581 1.44600 0.072
H 1.49978 6.52733 2.50818 0.066
H -2.07874 4.15743 1.26550 0.085
H -2.14592 5.84482 0.89858 0.116
H -1.00908 4.81867 3.56402 0.067
H -2.71039 5.16654 3.29687 0.073
H -1.53594 6.46230 3.18321 0.057
C 1.57065 -4.65809 3.05871 -0.081
C 2.19221 -3.26935 3.08329 -0.273
N 1.34332 -2.24990 2.49230 -0.209
C 2.03286 -0.99104 2.25195 -0.253
C 2.55267 -0.20831 3.46459 -0.074
C 0.00419 -2.13807 3.05221 -0.245
C -0.12884 -1.85910 4.55326 -0.068
H 1.27412 -4.93619 2.04470 0.068
H 2.29559 -5.39257 3.40994 0.079
H 0.69663 -4.72953 3.70641 0.070
H 3.12341 -3.30929 2.51079 0.114
H 2.47423 -3.02873 4.11863 0.108
H 1.37860 -0.33931 1.66480 0.099
H 2.88467 -1.20158 1.59459 0.104
H 1.74564 0.27901 4.00938 0.058
H 3.22831 0.58031 3.12682 0.076
H 3.11110 -0.83938 4.15568 0.071
H -0.53252 -3.06593 2.83292 0.101
H -0.54074 -1.36943 2.49725 0.100
H 0.53594 -2.48370 5.15102 0.071
H -1.14939 -2.07441 4.87500 0.077
H 0.06801 -0.81664 4.79610 0.059

***

Record 2
89
Properties=species:S:1:pos:R:3:lowdin_charge:R:1 method="wB97M-V/def2-TZVPD" spin_multiplicity=1 e_lumo_ev=2.548 e_tot_ev=-110258.98349 e_homo_ev=-4.85 total_charge=-1
C 0.44094 0.55482 0.73848 -0.161
C -0.77078 -0.39801 0.70656 -0.802
Br -0.08247 -2.31149 0.48702 0.508
C -1.69931 -0.25155 1.88293 -0.405
In -3.16623 1.40009 1.44820 0.264
H 1.36966 0.06314 0.44644 0.041
H 0.57218 0.97996 1.73483 0.059
H 0.27035 1.38908 0.05133 0.072
H -1.29553 -0.28491 -0.24430 0.024
H -1.11890 -0.02678 2.78939 0.024
H -2.27812 -1.16118 2.07232 0.014
H -2.66476 2.00906 -0.14539 -0.124
H -4.77252 0.65866 1.35512 -0.146
H -3.06746 2.67227 2.67209 -0.148
C 4.13558 2.01881 2.71256 -0.081
C 3.44554 3.06213 1.84890 -0.287
O 2.07868 3.23768 2.14781 -0.164
C 1.76541 3.62195 3.47458 -0.273
C 2.38268 4.94044 3.90442 -0.073
H 3.61658 1.06191 2.63960 0.080
H 5.16462 1.88252 2.37417 0.073
H 4.16806 2.31436 3.76243 0.064
H 3.45803 2.74275 0.80581 0.118
H 3.98567 4.01688 1.90399 0.105
H 2.03622 2.82823 4.18247 0.113
H 0.67984 3.70902 3.48954 0.110
H 3.47377 4.89770 3.94083 0.064
H 2.01946 5.19105 4.90217 0.064
H 2.09023 5.73935 3.22094 0.083
C 3.00227 -4.58804 -0.53803 -0.080
C 3.31521 -3.92026 -1.86459 -0.271
O 4.52818 -4.36671 -2.46804 -0.173
C 4.60430 -5.75360 -2.72131 -0.289
C 3.55187 -6.26690 -3.68708 -0.070
H 3.83223 -4.47198 0.16164 0.083
H 2.11939 -4.11888 -0.10409 0.009
H 2.79427 -5.65296 -0.65506 0.067
H 3.46627 -2.85090 -1.71615 0.122
H 2.47473 -4.03560 -2.55799 0.097
H 4.56286 -6.32070 -1.78394 0.104
H 5.59981 -5.90359 -3.14326 0.115
H 2.53925 -6.15115 -3.29903 0.075
H 3.71979 -7.32862 -3.87879 0.075
H 3.61027 -5.72978 -4.63445 0.064
C -6.60584 -0.13532 -4.60473 -0.088
C -5.62607 0.77239 -3.87620 -0.294
O -5.71967 0.71593 -2.47221 -0.158
C -5.47067 -0.55358 -1.88606 -0.277
C -4.09871 -1.12236 -2.20060 -0.074
H -7.63078 0.08429 -4.30063 0.077
H -6.52169 0.02232 -5.68200 0.070
H -6.40790 -1.18998 -4.40812 0.063
H -5.83382 1.81434 -4.12528 0.116
H -4.60312 0.56074 -4.21140 0.105
H -6.26583 -1.25514 -2.17027 0.105
H -5.54504 -0.38299 -0.81217 0.084
H -3.96245 -1.33115 -3.26418 0.060
H -3.95987 -2.05889 -1.65792 0.081
H -3.32514 -0.42434 -1.87561 0.068
C -2.92118 3.25706 5.91508 -0.089
C -1.43732 3.17855 5.61802 -0.278
O -0.80516 4.44903 5.50271 -0.178
C -0.88519 5.28984 6.63137 -0.291
C -0.24166 4.71123 7.88140 -0.083
H -3.42974 3.83764 5.14648 0.071
H -3.34233 2.25129 5.90567 0.079
H -3.12549 3.69826 6.89445 0.062
H -1.28666 2.70657 4.64730 0.094
H -0.92612 2.56405 6.36999 0.109
H -1.92550 5.56788 6.83963 0.106
H -0.36277 6.20150 6.33446 0.115
H -0.75810 3.81519 8.22747 0.065
H -0.27679 5.44669 8.68778 0.072
H 0.80214 4.45406 7.69210 0.075
C 3.39727 -2.50175 -5.45480 -0.067
C 2.18940 -3.32899 -5.86301 -0.285
O 1.24499 -3.51502 -4.82598 -0.175
C 0.61705 -2.33391 -4.34399 -0.274
C -0.23356 -1.62072 -5.37959 -0.077
H 3.88642 -2.94010 -4.58247 0.065
H 4.11434 -2.47018 -6.27756 0.076
H 3.12610 -1.47299 -5.21495 0.070
H 2.50677 -4.33841 -6.12906 0.103
H 1.71441 -2.89880 -6.75292 0.104
H 1.35643 -1.64803 -3.91693 0.109
H -0.00972 -2.67320 -3.51913 0.118
H 0.35947 -1.23753 -6.21157 0.063
H -0.73339 -0.77157 -4.91118 0.078
H -0.99561 -2.29212 -5.77847 0.079